(1)
A structure of composition C38H42BBr2EuN12OP at a distorted geometry. Source: the OMol25 dataset; level of theory: ωB97M-V/def2-TZVPD.

Total charge ... -1
Multiplicity ... 7
HOMO-LUMO gap (alpha / beta) ... 0.232 / 0.261 Ha

Atoms and positions in Å:
Eu (13.213, 12.155, 10.376)
Br (11.920, 16.357, 7.651)
Br (6.575, 16.181, 8.335)
P (11.893, 9.777, 13.229)
O (11.852, 13.348, 8.940)
N (11.163, 8.320, 7.721)
N (15.026, 13.350, 13.326)
N (15.212, 9.300, 10.128)
N (12.182, 10.081, 9.103)
N (14.511, 14.631, 10.612)
N (9.455, 11.978, 9.684)
N (17.409, 5.874, 9.506)
N (12.811, 7.074, 6.371)
N (14.685, 15.304, 11.801)
N (12.161, 13.550, 12.368)
N (15.064, 12.392, 12.318)
N (12.760, 14.467, 13.217)
C (10.587, 14.762, 13.449)
C (16.162, 7.304, 11.017)
C (10.267, 9.743, 14.101)
C (11.676, 9.236, 8.465)
C (13.081, 10.679, 15.633)
C (15.514, 8.519, 11.159)
C (7.014, 13.155, 9.292)
C (9.335, 15.905, 8.254)
C (16.461, 12.363, 9.000)
C (9.734, 11.088, 14.565)
C (15.311, 8.802, 8.888)
C (15.303, 16.462, 11.598)
C (17.473, 12.365, 8.024)
C (15.029, 15.410, 9.679)
C (16.677, 12.000, 13.852)
C (15.540, 16.619, 10.233)
C (11.855, 15.217, 13.816)
C (10.545, 15.258, 8.283)
C (8.157, 15.218, 8.562)
C (15.795, 12.187, 6.286)
C (15.932, 7.595, 8.641)
C (16.088, 11.615, 12.618)
C (8.482, 9.861, 10.436)
C (7.093, 11.871, 9.784)
C (15.967, 13.112, 14.249)
C (13.101, 9.534, 14.633)
C (9.438, 13.190, 9.125)
C (11.148, 6.934, 13.294)
C (8.193, 13.881, 8.963)
C (12.013, 7.650, 6.991)
C (17.139, 12.242, 6.689)
C (10.858, 13.693, 12.549)
C (11.828, 8.064, 12.529)
C (15.159, 12.218, 8.583)
C (14.783, 12.136, 7.243)
C (16.512, 6.904, 9.712)
C (10.696, 13.880, 8.767)
C (8.374, 11.300, 9.983)
B (14.275, 14.692, 13.132)
H (17.890, 5.919, 8.623)
H (14.618, 15.477, 13.992)
H (14.105, 9.513, 14.143)
H (8.108, 9.734, 11.449)
H (13.010, 8.528, 15.064)
H (9.568, 9.266, 13.390)
H (10.344, 9.009, 14.920)
H (11.383, 8.185, 11.520)
H (9.548, 9.637, 10.388)
H (12.175, 15.983, 14.531)
H (18.026, 5.638, 10.267)
H (7.922, 9.174, 9.774)
H (11.450, 5.970, 12.867)
H (12.159, 10.678, 16.244)
H (10.150, 13.040, 12.057)
H (15.302, 8.911, 12.160)
H (13.932, 10.520, 16.325)
H (15.480, 17.108, 12.449)
H (13.194, 11.677, 15.194)
H (17.875, 12.207, 5.905)
H (9.475, 11.068, 15.646)
H (15.544, 12.310, 5.218)
H (16.059, 13.770, 15.100)
H (6.038, 13.646, 9.190)
H (18.544, 12.509, 8.270)
H (17.527, 11.550, 14.367)
H (10.451, 11.922, 14.436)
H (10.043, 6.970, 13.219)
H (9.238, 16.930, 7.957)
H (16.438, 6.718, 11.890)
H (8.808, 11.352, 14.028)
H (16.020, 7.276, 7.615)
H (16.772, 12.426, 10.045)
H (11.423, 6.902, 14.369)
H (6.248, 11.268, 10.057)
H (14.895, 9.402, 8.100)
H (16.409, 10.826, 11.939)
H (15.025, 15.155, 8.628)
H (9.641, 15.145, 13.793)
H (16.037, 17.435, 9.742)
H (13.737, 12.011, 6.909)
H (12.885, 7.790, 12.349)

(2)
A structure of composition C38H42Cl3N4O2SbSe5Ti at a distorted geometry. Source: the OMol25 dataset; level of theory: ωB97M-V/def2-TZVPD.

Total charge ... -2
HOMO-LUMO gap ... 0.164 Ha
Relative energy (zero: lowest compared OMol25 entry of this formula, charge and spin) ... 107.6 kcal/mol

Atoms and positions in Å:
Sb (4.479, -2.349, -0.844)
Se (5.175, -0.831, -2.653)
Se (5.939, -1.977, 1.102)
Se (2.116, -2.352, -0.066)
Se (5.221, -4.626, -1.447)
Se (-0.204, -1.854, 0.852)
Ti (2.067, -0.693, -1.772)
Cl (2.813, 3.717, 4.452)
Cl (0.136, 1.445, 0.394)
Cl (5.520, 1.451, 0.408)
O (1.746, -1.545, -4.530)
O (2.832, 0.564, -0.515)
N (2.525, 1.199, -3.177)
N (-1.328, -1.009, 3.367)
N (2.014, 1.033, -4.411)
N (-2.527, -0.365, 1.643)
C (-4.533, -0.932, 0.235)
C (1.256, 0.037, 5.066)
C (-2.671, 1.821, -3.935)
C (2.300, -2.000, -3.514)
C (1.411, -0.377, 6.529)
C (-3.281, 1.598, 5.165)
C (3.423, 3.136, -1.881)
C (-4.301, -3.047, 1.690)
C (-2.339, 0.578, 5.056)
C (-0.608, 1.266, -2.820)
C (-2.170, -0.494, -3.402)
C (-3.882, 1.400, 2.824)
C (-1.446, 2.209, -3.345)
C (-3.025, 0.504, -3.944)
C (1.616, 2.460, 2.371)
C (0.002, -1.122, -2.337)
C (-4.633, -2.454, 0.322)
C (-1.703, -2.795, -2.905)
C (2.831, 1.276, 0.575)
C (1.647, 1.723, 1.198)
C (-2.952, 0.379, 2.722)
C (2.466, 3.151, -4.276)
C (-0.353, -1.747, 4.153)
C (-2.558, -1.852, -3.398)
C (4.016, 2.447, 2.371)
C (2.814, 2.497, -3.080)
C (1.397, 2.221, -6.486)
C (2.815, 2.794, 2.962)
C (1.959, 2.167, -5.105)
C (-0.906, -0.127, -2.852)
C (-4.038, 2.005, 4.068)
C (-1.502, -1.207, 2.021)
C (-0.444, -2.424, -2.396)
C (4.024, 1.726, 1.190)
C (2.772, -3.419, -3.640)
C (-2.187, -0.024, 3.819)
C (-3.120, -0.359, 0.317)
C (1.056, -1.155, 4.126)
H (-3.325, 2.569, -4.369)
H (0.535, -0.924, 6.894)
H (3.734, 4.151, -2.136)
H (1.909, 1.516, -7.144)
H (1.293, -0.846, 3.106)
H (0.309, 1.599, -2.357)
H (-1.732, 0.284, 5.903)
H (-4.453, 1.724, 1.964)
H (3.856, -3.426, -3.756)
H (-3.122, 0.670, -0.056)
H (-4.752, 2.811, 4.180)
H (-1.165, 3.254, -3.310)
H (0.336, 1.964, -6.480)
H (-5.656, -2.739, 0.058)
H (4.290, 2.570, -1.547)
H (2.712, 3.205, -1.056)
H (1.765, -1.949, 4.371)
H (-3.538, -2.124, -3.778)
H (-2.459, -0.923, -0.346)
H (-4.812, -2.502, 2.490)
H (1.510, 3.224, -6.894)
H (-1.986, -3.842, -2.900)
H (2.158, 0.565, 4.755)
H (-5.155, -0.483, 1.017)
H (-4.934, -0.613, -0.731)
H (-3.975, -2.890, -0.435)
H (2.550, -4.004, -2.749)
H (2.284, -1.021, 6.646)
H (-3.413, 2.095, 6.117)
H (-3.230, -3.012, 1.894)
H (0.674, 2.766, 2.801)
H (-3.973, 0.194, -4.372)
H (1.766, 0.055, -4.675)
H (-4.599, -4.096, 1.741)
H (-0.731, -1.811, 5.178)
H (4.956, 2.740, 2.816)
H (2.578, 4.201, -4.493)
H (0.172, -3.216, -1.986)
H (-0.325, -2.763, 3.761)
H (0.421, 0.735, 4.964)
H (2.308, -3.869, -4.520)
H (1.545, 0.498, 7.168)

(3)
A structure of composition C38H42CoN4OPS2. Source: the OMol25 dataset; level of theory: ωB97M-V/def2-TZVPD.

Total charge ... +4
Multiplicity ... 5
HOMO-LUMO gap (alpha / beta) ... 0.228 / 0.121 Ha

Atoms and positions in Å:
Co (1.582, -0.289, 0.393)
S (0.579, 1.165, -1.190)
S (0.652, -2.081, -0.804)
P (0.377, 0.594, 3.295)
O (1.380, 0.045, 2.244)
N (6.747, -1.787, 2.153)
N (-1.413, -2.014, -2.422)
N (3.746, -0.364, 0.241)
N (-1.849, 0.722, -2.116)
C (-1.299, -3.477, -2.673)
C (0.344, -3.363, -4.576)
C (0.834, 3.020, 2.038)
C (-3.489, 3.809, -5.249)
C (-2.132, 2.168, -2.132)
C (-1.037, 2.784, -4.362)
C (0.282, -0.774, 5.695)
C (-2.226, 2.728, -3.531)
C (2.361, 0.726, 6.797)
C (-1.454, -4.617, -6.283)
C (4.491, -1.058, 1.318)
C (-0.583, -1.327, -1.684)
C (0.703, -1.018, 6.995)
C (0.702, -3.628, -5.887)
C (-1.233, -0.148, 3.013)
C (-2.392, 0.398, 3.569)
C (-0.314, 3.132, 4.157)
C (5.999, -1.088, 1.045)
C (-2.479, -1.365, -3.194)
C (-1.314, -1.317, 2.258)
C (-2.296, 3.864, -6.070)
C (-1.817, -4.348, -4.969)
C (-0.403, 4.509, 4.030)
C (-3.616, -0.218, 3.359)
C (-0.714, 0.201, -1.687)
C (-3.439, 3.241, -4.001)
C (0.752, 4.400, 1.919)
C (1.949, 0.979, 5.500)
C (0.906, 0.226, 4.948)
C (-1.075, 3.348, -5.602)
C (0.124, 5.141, 2.911)
C (-2.980, -0.162, -2.454)
C (-0.196, -4.260, -6.740)
C (1.733, -0.268, 7.543)
C (-2.544, -1.926, 2.044)
C (-0.917, -3.727, -4.112)
C (0.290, 2.378, 3.149)
C (-3.694, -1.375, 2.593)
H (1.689, -3.363, -6.245)
H (-2.151, -5.114, -6.944)
H (-2.276, -3.911, -2.465)
H (4.279, -0.542, 2.255)
H (-0.675, 2.654, 5.060)
H (-2.599, -2.852, 1.484)
H (1.058, -2.895, -3.904)
H (6.410, -0.083, 0.970)
H (0.066, 6.219, 2.826)
H (1.191, 4.902, 1.067)
H (-3.492, -0.448, -1.532)
H (-2.796, -4.648, -4.610)
H (-3.290, -2.081, -3.308)
H (4.040, 0.610, 0.194)
H (-0.103, 2.389, -3.978)
H (-1.336, 2.679, -1.588)
H (6.647, -1.306, 3.051)
H (6.433, -2.754, 2.283)
H (-0.579, -3.897, -1.980)
H (-2.111, -1.124, -4.194)
H (1.350, 2.441, 1.281)
H (3.155, 1.315, 7.237)
H (-0.528, -1.356, 5.273)
H (6.225, -1.623, 0.125)
H (-0.413, -1.784, 1.884)
H (-2.348, 1.295, 4.171)
H (-4.416, 4.225, -5.624)
H (-3.682, 0.389, -3.075)
H (3.969, -0.770, -0.666)
H (0.218, -1.787, 7.581)
H (-3.071, 2.332, -1.604)
H (2.413, 1.776, 4.930)
H (-2.353, 4.310, -7.057)
H (-4.651, -1.859, 2.448)
H (-4.326, 3.220, -3.380)
H (-0.186, 3.408, -6.214)
H (2.041, -0.447, 8.564)
H (4.103, -2.074, 1.403)
H (-4.509, 0.199, 3.805)
H (0.093, -4.486, -7.758)
H (7.751, -1.826, 1.947)
H (-0.866, 5.092, 4.816)

(4)
A structure of composition C38H42CuF6N6OP2Sb. Source: the OMol25 dataset; level of theory: ωB97M-V/def2-TZVPD.

Total charge ... +1
Multiplicity ... 2
HOMO-LUMO gap (alpha / beta) ... 0.242 / 0.210 Ha

Atoms and positions in Å:
Sb (-1.884, 3.595, 0.305)
Cu (0.454, 0.417, -0.888)
P (0.404, 0.793, -3.243)
P (2.788, 1.083, -0.945)
F (-3.118, 4.585, 1.295)
F (-1.213, 4.983, -0.781)
F (-2.270, 1.969, 1.222)
F (-3.150, 3.147, -1.015)
F (-0.517, 3.976, 1.568)
F (-0.542, 2.468, -0.646)
O (-5.320, -7.249, 7.617)
N (4.128, 2.387, -2.931)
N (0.105, 0.359, 1.122)
N (-2.241, -2.614, 4.275)
N (2.072, 2.233, -4.783)
N (-0.743, -1.275, -0.806)
N (-2.799, -4.047, 2.678)
C (-1.168, -2.043, -1.794)
C (3.962, -0.315, -1.101)
C (-4.686, -6.383, 6.811)
C (-2.248, -3.559, -0.302)
C (5.486, 3.575, -4.503)
C (3.569, 2.229, 0.325)
C (-2.852, -3.806, 3.970)
C (-4.806, -6.623, 5.437)
C (-0.740, 0.126, 3.757)
C (4.274, 2.939, -4.153)
C (1.938, 1.745, -3.574)
C (3.359, 3.504, -6.355)
C (-1.065, -1.603, 0.464)
C (0.380, 1.295, 2.005)
C (5.601, 4.164, -5.728)
C (5.040, 2.582, 0.099)
C (-5.283, -7.021, 9.016)
C (-0.645, -0.700, 1.497)
C (2.978, 1.844, -2.614)
C (-1.023, 1.761, -3.989)
C (3.479, 1.477, 1.668)
C (-4.204, -5.786, 4.530)
C (-2.137, -2.992, 2.130)
C (-1.824, -2.750, 0.759)
C (-1.772, -2.078, 3.107)
C (-3.935, -5.297, 7.253)
C (-3.333, -4.458, 6.331)
C (0.702, -0.609, -4.391)
C (4.531, 4.137, -6.653)
C (-0.046, 1.228, 3.335)
C (-3.461, -4.680, 4.963)
C (-1.921, -3.198, -1.587)
C (2.717, 3.512, 0.297)
C (-1.105, 1.595, -5.508)
C (-1.051, -0.885, 2.832)
C (-2.274, 1.156, -3.344)
C (3.209, 2.887, -5.093)
C (-0.864, 3.243, -3.615)
H (-0.241, 3.758, -4.344)
H (5.203, 3.094, -0.838)
H (2.619, 0.811, 1.730)
H (-5.389, -7.476, 5.117)
H (-4.295, -5.960, 3.467)
H (-2.242, 1.246, -2.259)
H (3.411, 2.191, 2.490)
H (-4.267, -7.114, 9.407)
H (-0.184, 1.900, -5.997)
H (4.085, -0.799, -0.132)
H (4.919, 0.065, -1.455)
H (-2.385, 0.098, -3.605)
H (-0.230, -1.120, -4.627)
H (0.168, 2.054, 3.997)
H (3.037, 4.155, -0.524)
H (-1.348, 0.572, -5.797)
H (-1.075, 0.047, 4.784)
H (4.376, 0.877, 1.828)
H (1.134, -0.212, -5.308)
H (6.520, 4.665, -6.000)
H (5.345, 3.244, 0.914)
H (2.534, 3.470, -7.053)
H (5.682, 1.700, 0.134)
H (-2.744, -3.629, 6.707)
H (-5.683, -6.037, 9.269)
H (-2.180, -2.204, 5.189)
H (-3.162, 1.686, -3.688)
H (-3.811, -5.101, 8.308)
H (1.394, -1.320, -3.939)
H (-0.905, -1.728, -2.794)
H (-1.843, 3.725, -3.597)
H (1.651, 3.316, 0.157)
H (-0.424, 3.380, -2.628)
H (3.574, -1.043, -1.813)
H (4.651, 4.627, -7.610)
H (-1.912, 2.240, -5.865)
H (0.940, 2.150, 1.665)
H (2.836, 4.073, 1.226)
H (6.291, 3.592, -3.780)
H (-5.911, -7.788, 9.459)
H (-2.243, -3.784, -2.435)
H (-2.832, -4.443, -0.085)

Q: The highest total charge belongs to which entry?
A: C38H42CoN4OPS2

Q: Which of these has the highest total charge?
A: C38H42CoN4OPS2

Q: Among the records above, which one has the highest total charge?
A: C38H42CoN4OPS2